Computed, not measured: C18H43NO4Ti as an isolated structure, with wB97M-V/def2-TZVPD.

The calculation puts the energy above the lowest of the compared OMol25 structures with the same formula, charge and spin at 487.75 kJ/mol. Its HOMO energy (spin up / spin down) is -10.5 / -10.5 eV. The total charge is +1. The value obtained for the gap between HOMO and LUMO (spin up / spin down) is 0.23618 / 0.22890 hartree. The spin multiplicity is 4.

Geometry (Å):
Ti -1.54772 0.46157 0.01027
C -1.97310 3.02449 -3.74630
C -2.76800 1.97249 -4.42870
C -2.08778 1.34531 -5.58641
O -3.13135 1.11657 -3.41160
H -0.98788 2.67245 -3.44054
H -2.44854 3.50229 -2.88969
H -1.79308 3.81361 -4.47635
H -3.74151 2.34784 -4.74411
H -2.87531 0.84996 -6.15432
H -1.33142 0.61152 -5.30787
H -1.71273 2.06748 -6.31159
H -3.76504 0.50476 -3.79334
C -5.71255 2.66255 2.54876
C -4.79852 3.58776 1.77077
C -5.04138 5.08217 1.88998
O -3.48960 3.34469 2.22415
H -5.41963 2.56123 3.59377
H -5.65171 1.64452 2.16403
H -6.71071 3.07989 2.41615
H -4.78992 3.38980 0.69893
H -5.92134 5.49732 1.39864
H -4.27025 5.67033 1.39247
H -5.15429 5.35927 2.93811
H -3.32133 3.82708 3.03691
C -1.67202 -4.53396 -0.97468
C -2.54457 -4.43323 0.25644
C -2.14092 -5.40773 1.29536
O -2.61093 -3.05304 0.78793
H -2.02402 -3.96978 -1.83834
H -1.55194 -5.52761 -1.40633
H -0.67480 -4.10823 -0.86326
H -3.56981 -4.60811 -0.06975
H -2.23913 -6.41442 0.88914
H -2.87553 -5.40908 2.10062
H -1.15265 -5.20507 1.70810
H -3.22712 -3.09553 1.52285
C 5.13707 0.53555 -0.68535
C 4.05423 -0.53420 -0.47694
C 4.64423 -1.94603 -0.19355
C 5.10890 -2.04567 1.29323
C 4.00906 -1.63105 2.27567
C 3.33544 -0.20456 2.01032
N 3.08431 -0.04908 0.56528
O 2.42505 1.11040 0.24645
C 2.02533 -0.28118 2.82286
C 4.19796 0.89931 2.60034
C 3.26840 -0.77371 -1.84908
H 5.93098 0.53407 0.06151
H 5.68912 0.14346 -1.53951
H 4.82893 1.55747 -0.90633
H 3.90616 -2.73624 -0.33108
H 5.54998 -2.15877 -0.76139
H 5.41304 -3.06875 1.51441
H 5.99623 -1.43704 1.46732
H 4.54059 -1.67173 3.22642
H 3.21890 -2.36737 2.12879
H 1.29844 -1.02248 2.49089
H 1.47488 0.65900 2.78852
H 2.21597 -0.43933 3.88434
H 5.12073 0.83701 2.02353
H 4.31761 0.74607 3.67287
H 3.66883 1.84312 2.46866
H 3.97759 -1.26656 -2.51409
H 2.41686 -1.42594 -1.65526
H 2.82133 0.14286 -2.23395
H 3.05200 1.81994 0.40484

These are the Löwdin partial charges, in e, on atoms 1 to 6: 0.917 -0.059 -0.574 -0.046 -0.061 0.083